# 1
2 unconnected molecules or ions with the total composition C2H6NS at a distorted geometry, computed with the ωB97M-V functional and the def2-TZVPD basis.

The geometry in XYZ format:
```
10
Properties=species:S:1:pos:R:3:forces:R:3
S -2.2065 3.4017 2.3979 0.205 -0.223 -0.442
H -1.6613 2.7430 1.3314 -0.217 0.248 0.452
C 0.5607 -1.5739 0.2769 -0.754 -0.586 -2.183
C 0.3424 0.2910 -1.2599 -1.269 -0.442 -0.683
N 0.1257 -0.2635 -0.1586 2.124 1.053 1.483
H 0.8136 -1.5758 1.3329 -0.481 -0.099 0.024
H -0.1417 -2.3517 -0.0700 -0.120 -0.019 0.850
H 1.4567 -1.8378 -0.2943 0.218 0.100 0.219
H 0.5000 1.3680 -1.3028 -0.693 0.197 0.022
H 0.2104 -0.2009 -2.2535 0.988 -0.230 0.258
```
Positions in Å, forces in eV/Å.

- charge = -1
- HOMO-LUMO gap (eV) = 5.244
- ΔE to the lowest compared entry with this formula, charge and spin (kJ/mol) = 197.9


# 2
2 unconnected molecules or ions with the total composition C2H6NS at a distorted geometry, computed with the ωB97M-V functional and the def2-TZVPD basis.

The geometry in XYZ format:
```
10
Properties=species:S:1:pos:R:3:forces:R:3
S -2.9298 -1.7878 -0.0444 -0.216 0.187 -0.244
H -1.7519 -1.9028 0.5621 0.318 -0.104 0.222
C 1.7174 0.5175 0.2340 0.204 -0.541 0.008
C 0.5745 0.0576 -0.2995 0.623 2.177 -0.611
N -0.5876 0.8662 -0.3578 0.514 -1.708 -0.114
H 1.7937 1.4594 0.7640 -0.248 0.024 0.057
H 2.6552 -0.0083 0.1024 -0.128 -0.184 0.068
H 0.6107 -0.7870 -0.9730 -0.372 -0.309 0.246
H -0.7017 1.3464 0.5150 -0.209 0.310 0.262
H -1.3804 0.2387 -0.5028 -0.485 0.148 0.104
```
Positions in Å, forces in eV/Å.

- charge = -1
- HOMO-LUMO gap (eV) = 6.755
- ΔE to the lowest compared entry with this formula, charge and spin (kJ/mol) = 31.9


# 3
2 unconnected molecules or ions with the total composition C2H6NS at a distorted geometry, computed with the ωB97M-V functional and the def2-TZVPD basis.

The geometry in XYZ format:
```
10
Properties=species:S:1:pos:R:3:forces:R:3
C 0.5214 -0.3747 -0.6021 2.229 -1.244 -1.005
C -0.5932 -0.0525 0.2799 0.301 0.065 2.150
N 0.3522 1.0502 -0.0705 2.679 1.126 0.226
S -2.3129 0.0790 -0.0748 0.701 -1.359 -0.587
H 1.3912 -1.0395 -0.3193 -0.955 1.297 0.909
H 0.6339 -0.5385 -1.7215 -1.575 0.953 1.118
H 0.0956 -0.2117 2.1445 -1.412 -0.036 -2.993
H 1.0326 1.4149 0.6667 -1.289 -1.086 -1.050
H 0.2629 1.8163 -0.7738 -0.814 -1.048 0.312
H -2.3692 -1.1031 -0.8549 0.136 1.332 0.920
```
Positions in Å, forces in eV/Å.

- charge = +1
- HOMO-LUMO gap (alpha / beta) (eV) = 8.396 / 8.520
- ΔE to the lowest compared entry with this formula, charge and spin (kJ/mol) = 446.5


# 4
A molecular structure, C2H6NS2 at a distorted geometry, computed with the ωB97M-V functional and the def2-TZVPD basis.

The geometry in XYZ format:
```
11
Properties=species:S:1:pos:R:3:forces:R:3
C 0.3557 0.0376 0.5675 2.172 1.070 -0.914
C -0.6649 0.0841 -0.5407 1.196 0.413 1.464
N -0.1013 -1.2236 -0.0257 0.172 -0.797 -0.966
S 2.5404 0.4275 -0.2618 -2.895 -2.336 1.253
S -2.3138 0.5047 -0.1827 -0.905 0.363 0.731
H 0.0686 0.1914 1.6543 0.743 -0.130 -1.510
H -0.3603 0.4676 -1.4874 0.760 -0.670 -0.681
H 0.4321 -1.8939 -0.5918 0.607 1.023 -0.271
H -0.7011 -1.8255 0.5022 -0.989 0.122 0.860
H 2.6718 1.7243 -0.2845 -0.500 1.269 0.220
H -1.9271 1.5059 0.6506 -0.360 -0.328 -0.184
```
Positions in Å, forces in eV/Å.

- charge = +1
- HOMO-LUMO gap (eV) = 8.601
- ΔE to the lowest compared entry with this formula, charge and spin (kJ/mol) = 273.1


# 5
A gas-phase ion, C2H6NS3 (charge +1) at a distorted geometry, computed with the ωB97M-V functional and the def2-TZVPD basis.

The geometry in XYZ format:
```
12
Properties=species:S:1:pos:R:3:forces:R:3
C -0.6193 -0.6667 -1.0431 -2.803 0.623 -0.206
C -0.0272 0.2928 -0.0636 0.549 -0.225 1.335
N 0.7727 -0.5534 1.0125 0.746 2.075 2.027
S -2.4192 0.0596 -0.8870 0.780 -0.875 -0.671
S -1.5078 0.9610 0.7394 0.592 0.343 0.528
S 1.1401 1.4418 -0.8117 0.032 0.011 -0.109
H -0.3389 -0.3837 -2.0460 0.384 -0.970 -0.303
H -0.6996 -1.7038 -0.6935 0.440 0.267 -0.607
H 1.4149 -1.2545 0.6614 -0.148 -0.542 -0.345
H 0.2353 -0.8491 1.8496 -0.428 -0.631 -1.040
H 1.3994 0.1203 1.5075 -0.125 -0.196 -0.746
H 0.6496 2.5358 -0.2254 -0.019 0.120 0.136
```
Positions in Å, forces in eV/Å.

- charge = +1
- HOMO-LUMO gap (eV) = 8.310
- ΔE to the lowest compared entry with this formula, charge and spin (kJ/mol) = 70.8
- structure (SMILES) = [NH3+][C@@]1(S)CSS1


# 6
A gas-phase ion, C2H6NS3 (charge +1) at a distorted geometry, computed with the ωB97M-V functional and the def2-TZVPD basis.

The geometry in XYZ format:
```
12
Properties=species:S:1:pos:R:3:forces:R:3
C 0.6439 -0.0235 1.3194 0.030 -0.071 0.559
C 0.1598 -0.5637 -0.0051 2.114 -1.673 -1.080
N -0.7608 0.3004 -0.7919 -0.180 0.237 -0.381
S 0.6483 -1.6499 2.1983 0.131 0.358 -0.083
S -0.6374 -2.0849 0.5992 -0.128 0.345 -0.266
S 1.6795 -0.9515 -1.2744 -1.824 0.993 0.862
H 1.6232 0.4502 1.3146 -0.053 -0.007 -0.113
H -0.0866 0.6293 1.7983 -0.112 0.048 -0.031
H -0.4331 1.2773 -0.8150 -0.110 -0.212 -0.011
H -1.7126 0.2591 -0.3956 0.231 0.115 -0.032
H -0.7975 -0.0454 -1.7634 -0.086 0.123 0.205
H 2.2575 -1.8450 -0.4805 -0.013 -0.256 0.370
```
Positions in Å, forces in eV/Å.

- charge = +1
- HOMO-LUMO gap (eV) = 8.364
- ΔE to the lowest compared entry with this formula, charge and spin (kJ/mol) = 55.6
- structure (SMILES) = [NH3+][C@@]1(S)CSS1


# 7
2 unconnected molecules or ions with the total composition C2H6O2 at a distorted geometry, computed with the ωB97M-V functional and the def2-TZVPD basis.

The geometry in XYZ format:
```
10
Properties=species:S:1:pos:R:3:forces:R:3
C 1.1069 -1.4758 0.7792 -0.141 -0.449 0.337
C 1.8348 -1.9528 -0.2179 0.068 -0.082 -0.119
H 0.4511 -2.1353 1.3574 0.129 0.342 -0.257
H 1.1729 -0.4427 1.1090 0.033 -0.097 -0.051
H 1.7871 -2.9971 -0.5345 -0.042 0.319 0.169
H 2.5253 -1.3183 -0.7600 -0.028 0.001 -0.056
H -0.2015 0.8718 -0.2902 -0.751 -0.246 -0.388
H -2.4383 1.9430 0.2431 0.419 0.067 -0.009
O -1.1186 0.9439 -0.6344 0.939 0.058 0.340
O -1.4997 2.1373 0.0728 -0.626 0.086 0.033
```
Positions in Å, forces in eV/Å.

- HOMO-LUMO gap (eV) = 11.253
- ΔE to the lowest compared entry with this formula, charge and spin (kJ/mol) = 377.3
- structure (SMILES) = C=C.OO


# 8
A single C2H6O2 molecule, computed with the ωB97M-V functional and the def2-TZVPD basis.

The geometry in XYZ format:
```
10
Properties=species:S:1:pos:R:3:forces:R:3
O 0.7716 -1.2390 0.2337 0.209 -0.150 -0.094
C 0.7322 0.1819 0.1401 -0.025 0.334 -0.030
C -0.7337 0.5886 0.1748 0.156 0.262 0.229
O -1.4600 -0.1343 -0.7891 -0.035 -0.237 0.006
H 1.3893 -1.5729 -0.4241 -0.064 -0.019 0.155
H 1.2819 0.6331 0.9778 -0.098 -0.070 -0.121
H 1.1874 0.5235 -0.7981 -0.082 -0.087 0.107
H -1.1357 0.4213 1.1868 0.039 -0.014 -0.154
H -0.8380 1.6532 -0.0583 0.039 -0.130 0.057
H -1.1950 -1.0553 -0.6438 -0.138 0.111 -0.154
```
Positions in Å, forces in eV/Å.

- HOMO-LUMO gap (eV) = 11.058
- ΔE to the lowest compared entry with this formula, charge and spin (kJ/mol) = 52.4
- structure (SMILES) = OCCO


# 9
A molecular structure, C2H6O2 at a distorted geometry, computed with the ωB97M-V functional and the def2-TZVPD basis.

The geometry in XYZ format:
```
10
Properties=species:S:1:pos:R:3:forces:R:3
O -0.5120 1.3210 -0.5311 -4.847 -0.951 -0.203
C -0.7693 -0.0141 -0.0867 3.458 -3.456 1.627
C 0.7726 -0.6555 0.3149 -2.581 0.234 -0.387
O 1.5781 0.3917 0.0290 -0.221 1.518 -0.559
H -1.5956 1.0017 -0.5405 2.129 3.388 -0.960
H -1.3150 -0.0353 0.8616 -0.377 -0.081 -0.347
H -1.1162 -0.6579 -0.8998 -0.448 0.106 0.226
H 0.7185 -0.9298 1.3820 0.290 0.024 -0.319
H 0.9105 -1.5438 -0.3259 0.212 0.262 0.293
H 0.8760 1.1110 -0.3022 2.385 -1.044 0.628
```
Positions in Å, forces in eV/Å.

- HOMO-LUMO gap (eV) = 10.506
- ΔE to the lowest compared entry with this formula, charge and spin (kJ/mol) = 332.0


# 10
A single C2H6O2 molecule at a distorted geometry, computed with the ωB97M-V functional and the def2-TZVPD basis.

The geometry in XYZ format:
```
10
Properties=species:S:1:pos:R:3:forces:R:3
C 0.1927 0.7656 0.0572 -0.380 1.332 -2.215
C 0.3100 -0.6201 -0.5483 0.821 0.163 -0.179
H 0.0091 0.0589 1.7600 -2.350 2.850 -0.838
H -0.4087 1.3750 -0.6320 0.298 0.003 -0.166
H 1.1573 1.2499 0.1609 0.451 -0.041 -0.068
H 1.0124 -1.2141 0.0862 -0.162 0.122 -0.553
H 0.7056 -0.4947 -1.5978 -0.150 -0.345 1.089
H -1.5118 -0.7000 0.0667 1.230 -1.691 -1.702
O -0.5266 0.8359 1.2414 2.001 -3.979 2.871
O -0.9400 -1.2564 -0.5943 -1.759 1.584 1.761
```
Positions in Å, forces in eV/Å.

- HOMO-LUMO gap (eV) = 11.196
- ΔE to the lowest compared entry with this formula, charge and spin (kJ/mol) = 111.0
- structure (SMILES) = OCCO